This record from the Open Molecules 2025 dataset describes an isolated molecule of CH2BrI in a non-equilibrium geometry. The level of theory is the ωB97M-V functional and the def2-TZVPD basis.

Geometry as XYZ:
```
5
Properties=species:S:1:pos:R:3
I 1.978 0.622 -0.003
Br -0.680 -1.776 -0.004
C -0.109 0.127 0.001
H -0.647 0.414 -0.794
H -0.542 0.613 0.799
```

Calculated values
- HOMO-LUMO gap (eV) = 9.8
- charge = 0
- energy relative to the best compared isomer or geometry (same formula, charge and spin) (kcal per mole) = 2.11
- SMILES string = BrCI
- HOMO energy (hartree) = -0.3664

So, what does the natural (NBO) scheme give us? The charges, in e, come out as: atom 1 (I): 0.1439, atom 2 (Br): 0.0003, atom 3 (C): -0.5478, atom 4 (H): 0.1984, atom 5 (H): 0.2053

=====

This record from the Open Molecules 2025 dataset describes C22H36O3P2Ti as an isolated structure in a non-equilibrium geometry. The level of theory is the ωB97M-V functional and the def2-TZVPD basis.

Geometry as XYZ:
```
64
Properties=species:S:1:pos:R:3
Ti 2.027 -0.399 0.119
P 1.749 1.116 -1.530
P 1.233 -2.028 -1.372
O 2.845 2.233 4.294
O 2.720 0.886 2.007
O 0.842 -0.176 1.663
C 1.582 0.524 2.480
C -2.604 -1.655 -0.533
C 1.645 1.717 4.614
C 0.025 -3.325 -2.007
C -0.160 1.539 6.196
C -0.188 0.172 4.204
C -3.311 1.598 -1.839
C 2.888 2.493 -1.468
C 0.856 -1.000 -2.963
C 1.039 2.113 5.807
C -3.452 -1.390 -1.528
C 0.323 2.071 -2.102
C 2.654 -3.089 -1.763
C 1.832 0.153 -3.116
C -2.508 1.684 -0.734
C 3.496 -1.842 0.878
C -4.425 0.669 -2.204
C -4.614 -0.499 -1.243
C -0.783 0.573 5.394
C -2.488 0.814 0.464
C -1.781 -0.558 0.139
C 1.000 0.780 3.776
H 4.424 -1.271 1.048
H -2.164 -2.662 -0.486
H -0.565 1.478 -2.353
H -0.611 1.874 7.128
H 0.433 -3.557 -3.018
H 1.505 0.752 -3.971
H 1.504 2.895 6.402
H 2.576 3.097 -0.606
H 3.128 1.808 3.448
H 2.829 3.111 -2.375
H 2.589 -3.944 -1.068
H -1.291 -0.927 1.046
H -3.460 0.738 1.002
H 0.903 -1.733 -3.780
H 2.847 -0.204 -3.322
H -3.261 2.496 -2.481
H -4.651 -0.179 -0.196
H 3.911 2.146 -1.293
H -1.010 -2.920 -2.076
H -3.278 -1.666 -2.605
H -1.742 0.163 5.701
H 2.558 -3.458 -2.793
H 3.737 -2.845 0.472
H -5.311 1.312 -2.264
H -2.082 2.704 -0.518
H -0.630 -0.607 3.589
H 3.623 -2.604 -1.611
H 0.015 2.794 -1.336
H -4.291 0.281 -3.229
H -0.199 -0.667 -2.831
H 3.038 -1.989 1.876
H 0.636 2.627 -3.007
H -1.772 1.288 1.184
H 0.098 -4.216 -1.344
H -0.914 -0.251 -0.542
H -5.567 -1.037 -1.424
```

Calculated values
- HOMO-LUMO gap (alpha / beta) (eV) = 6.3 / 8.2
- spin multiplicity = 3
- charge = 0
- energy relative to the best compared isomer or geometry (same formula, charge and spin) (kcal per mole) = 42.17
- HOMO energy (alpha / beta) (hartree) = -0.2212 / -0.2900

So, what does the natural (NBO) scheme give us? The charges, in e, come out as: atom 1 (Ti): 1.1195, atom 2 (P): 0.8001, atom 3 (P): 0.8096, atom 4 (O): -0.6640, atom 5 (O): -0.7356, atom 6 (O): -0.7823, atom 7 (C): 0.7510, atom 8 (C): -0.2021, atom 9 (C): 0.3691, atom 10 (C): -0.9111, atom 11 (C): -0.1551, atom 12 (C): -0.1414, atom 13 (C): -0.1717, atom 14 (C): -0.9514, atom 15 (C): -0.6727, atom 16 (C): -0.2837, atom 17 (C): -0.1726, atom 18 (C): -0.9450, atom 19 (C): -0.9503, atom 20 (C): -0.6971, atom 21 (C): -0.2129, atom 22 (C): -1.2397, atom 23 (C): -0.4458, atom 24 (C): -0.4494, atom 25 (C): -0.2571, atom 26 (C): -0.4602, atom 27 (C): -0.4202, atom 28 (C): -0.2329, atom 29 (H): 0.1962, atom 30 (H): 0.1915, atom 31 (H): 0.2571, atom 32 (H): 0.2162, atom 33 (H): 0.2156, atom 34 (H): 0.2252, atom 35 (H): 0.2273, atom 36 (H): 0.2511, atom 37 (H): 0.5151, atom 38 (H): 0.2331, atom 39 (H): 0.2455, atom 40 (H): 0.2323, atom 41 (H): 0.2160, atom 42 (H): 0.2207, atom 43 (H): 0.2300, atom 44 (H): 0.1977, atom 45 (H): 0.2174, atom 46 (H): 0.2438, atom 47 (H): 0.2376, atom 48 (H): 0.2002, atom 49 (H): 0.2163, atom 50 (H): 0.2127, atom 51 (H): 0.1982, atom 52 (H): 0.2172, atom 53 (H): 0.2054, atom 54 (H): 0.2361, atom 55 (H): 0.2529, atom 56 (H): 0.2347, atom 57 (H): 0.2059, atom 58 (H): 0.2270, atom 59 (H): 0.2079, atom 60 (H): 0.2249, atom 61 (H): 0.2222, atom 62 (H): 0.2305, atom 63 (H): 0.2165, atom 64 (H): 0.2269

=====

This record from the Open Molecules 2025 dataset describes C39H30F12N9O3Sr as an isolated structure in a non-equilibrium geometry. The level of theory is the ωB97M-V functional and the def2-TZVPD basis.

Geometry as XYZ:
```
94
Properties=species:S:1:pos:R:3
Sr -0.224 -1.907 -1.355
F -5.158 -4.822 -0.224
F 1.467 2.153 -3.480
F 1.277 3.056 -1.437
F 0.063 3.796 -3.064
F -2.036 2.133 -3.931
F -0.327 0.929 -4.546
F -6.169 -2.554 -1.069
F -3.012 -4.979 -0.075
F -4.046 -4.913 -2.080
F -4.962 -0.899 -1.788
F -5.123 -2.811 -2.937
F -1.987 0.003 -3.351
O 7.026 0.758 -0.168
O -2.536 -2.785 -1.765
O 0.320 0.389 -1.836
N 0.267 -2.573 3.813
N 2.618 -1.920 -1.255
N -2.322 -0.235 -0.446
N 6.202 2.845 -0.558
N 4.749 0.966 -0.589
N -0.051 -7.151 0.922
N 0.088 -3.797 3.310
N 0.416 -2.304 1.638
N 0.203 -4.609 -0.295
C -4.011 -2.836 1.460
C 0.600 2.639 -2.553
C 5.260 -1.448 -0.382
C 3.202 4.682 0.653
C -3.802 -0.986 2.895
C -4.985 -2.262 -1.716
C -1.443 1.951 -1.116
C 4.387 -0.381 -0.679
C -1.496 3.329 -0.868
C 6.038 1.456 -0.390
C 4.096 3.644 0.449
C -3.308 -0.253 1.828
C -3.121 -0.812 0.526
C -3.562 -2.150 0.352
C -2.459 1.121 -0.556
C 5.264 3.858 -0.308
C -3.658 -2.851 -1.016
C -0.012 -6.007 1.609
C -1.219 1.114 -3.535
C 3.447 5.963 0.145
C 3.104 -0.673 -1.103
C 4.800 -2.721 -0.637
C -3.967 -3.386 3.881
C 5.459 5.134 -0.883
C -2.493 5.363 0.361
C 2.529 7.109 0.478
C 0.098 -4.722 1.049
C 3.472 -2.949 -1.031
C 0.140 -5.745 -0.998
C 0.500 -1.693 2.817
C -4.020 -2.360 2.775
C -0.433 1.484 -2.181
C 0.215 -3.618 1.972
C -3.589 3.117 0.280
C -3.647 1.769 -0.035
C -4.023 -4.415 -0.848
C 4.550 6.148 -0.677
C 0.094 -6.990 -0.405
C -2.527 3.949 -0.106
H -4.524 1.219 0.258
H -4.362 3.610 0.908
H 0.190 -5.649 -2.101
H -2.962 0.781 1.976
H 2.312 7.130 1.542
H -3.189 5.495 1.186
H 0.641 -0.628 2.956
H 2.310 4.464 1.277
H 1.595 6.994 -0.072
H 4.746 7.141 -1.128
H 3.888 2.681 0.908
H 2.428 0.147 -1.328
H -0.148 -6.114 2.662
H -3.849 -0.536 3.879
H -4.356 -3.861 1.342
H -0.753 4.019 -1.272
H 3.016 8.032 0.142
H 3.146 -3.976 -1.203
H -4.616 -4.233 3.662
H 4.045 1.595 -0.928
H 6.380 5.324 -1.478
H 0.155 -7.885 -1.029
H 6.278 -1.228 -0.010
H 5.401 -3.624 -0.555
H -2.953 -3.784 3.998
H -4.312 -2.925 4.822
H 7.171 3.110 -0.528
H -1.504 5.679 0.714
H 0.381 -2.397 4.834
H -2.776 6.078 -0.378
```

Calculated values
- HOMO-LUMO gap (eV) = 4.3
- charge = -1
- energy relative to the best compared isomer or geometry (same formula, charge and spin) (kcal per mole) = 0.00
- HOMO energy (hartree) = -0.1074

So, what does the Löwdin scheme give us? The charges, in e, come out as: atom 1 (Sr): 1.4749, atom 2 (F): 0.1056, atom 3 (F): 0.1168, atom 4 (F): 0.1016, atom 5 (F): 0.0931, atom 6 (F): 0.1248, atom 7 (F): 0.1156, atom 8 (F): 0.1004, atom 9 (F): 0.0749, atom 10 (F): 0.1470, atom 11 (F): 0.1317, atom 12 (F): 0.1286, atom 13 (F): 0.1260, atom 14 (O): 0.0386, atom 15 (O): -0.3064, atom 16 (O): -0.3756, atom 17 (N): 0.0162, atom 18 (N): 0.0040, atom 19 (N): 0.0257, atom 20 (N): 0.1215, atom 21 (N): 0.1399, atom 22 (N): 0.0995, atom 23 (N): 0.1078, atom 24 (N): 0.1221, atom 25 (N): 0.0897, atom 26 (C): -0.0212, atom 27 (C): -0.4813, atom 28 (C): 0.0067, atom 29 (C): -0.0421, atom 30 (C): -0.0701, atom 31 (C): -0.4697, atom 32 (C): -0.0697, atom 33 (C): -0.1897, atom 34 (C): -0.0007, atom 35 (C): -0.4612, atom 36 (C): -0.0381, atom 37 (C): -0.0411, atom 38 (C): -0.2614, atom 39 (C): -0.0827, atom 40 (C): -0.2389, atom 41 (C): -0.2422, atom 42 (C): -0.3895, atom 43 (C): -0.0684, atom 44 (C): -0.4776, atom 45 (C): -0.2854, atom 46 (C): -0.0726, atom 47 (C): -0.0703, atom 48 (C): -0.0699, atom 49 (C): -0.0317, atom 50 (C): -0.0894, atom 51 (C): -0.0496, atom 52 (C): -0.1950, atom 53 (C): -0.1441, atom 54 (C): -0.1186, atom 55 (C): -0.1296, atom 56 (C): -0.2912, atom 57 (C): -0.3613, atom 58 (C): -0.2950, atom 59 (C): -0.0781, atom 60 (C): -0.0498, atom 61 (C): -0.5043, atom 62 (C): -0.0632, atom 63 (C): -0.1204, atom 64 (C): -0.2908, atom 65 (H): 0.1023, atom 66 (H): 0.1072, atom 67 (H): 0.1256, atom 68 (H): 0.1118, atom 69 (H): 0.0773, atom 70 (H): 0.0617, atom 71 (H): 0.1328, atom 72 (H): 0.1324, atom 73 (H): 0.0813, atom 74 (H): 0.1197, atom 75 (H): 0.1117, atom 76 (H): 0.0938, atom 77 (H): 0.1009, atom 78 (H): 0.0926, atom 79 (H): 0.0998, atom 80 (H): 0.0989, atom 81 (H): 0.0733, atom 82 (H): 0.0972, atom 83 (H): 0.0680, atom 84 (H): 0.1273, atom 85 (H): 0.1195, atom 86 (H): 0.1080, atom 87 (H): 0.1109, atom 88 (H): 0.1020, atom 89 (H): 0.0570, atom 90 (H): 0.0697, atom 91 (H): 0.1419, atom 92 (H): 0.0657, atom 93 (H): 0.1800, atom 94 (H): 0.0549

=====

Among the records above, which one has the highest energy relative to the best compared isomer or geometry (same formula, charge and spin)? C22H36O3P2Ti